# 1
52
Properties=species:S:1:pos:R:3:lowdin_charge:R:1 method="wB97M-V/def2-TZVPD" total_charge=+2 e_homo_ha=-0.5453 max_force_ha_per_bohr=0.0390 e_lumo_ev=-10.529 e_above_lowest_kj_mol=0.0 homo_lumo_gap_ev=4.31
Tl -27.597 -8.273 4.149 1.3226
C -24.805 -9.647 7.507 0.0441
C -24.999 -8.335 6.696 -0.5329
C -24.215 -7.122 7.154 0.0226
O -25.117 -8.568 5.433 0.0559
H -23.836 -10.058 7.219 0.1128
H -25.564 -10.393 7.273 0.0732
H -24.843 -9.465 8.578 0.1062
H -26.068 -8.084 7.001 0.2471
H -23.163 -7.418 7.118 0.1183
H -24.564 -6.841 8.142 0.1023
H -24.341 -6.319 6.428 0.1045
C -28.230 -7.844 0.427 -0.6612
O -28.472 -8.191 1.578 -0.0946
N -28.460 -8.680 -0.625 0.1729
N -27.656 -6.667 0.075 0.1894
H -28.114 -8.539 -1.556 0.1106
H -28.966 -9.530 -0.449 0.1144
H -27.342 -6.464 -0.857 0.1128
H -27.174 -6.238 0.848 0.1100
C -24.825 -9.222 1.293 -0.6577
O -25.566 -8.706 2.134 -0.0908
N -23.534 -8.880 1.166 0.1798
N -25.290 -10.089 0.348 0.1763
H -23.097 -8.339 1.889 0.1150
H -22.946 -9.287 0.460 0.1136
H -26.281 -10.251 0.344 0.0962
H -24.669 -10.695 -0.157 0.1093
C -29.987 -6.895 6.958 -0.6374
O -29.127 -7.609 6.430 -0.1010
N -29.905 -6.483 8.258 0.1751
N -31.053 -6.422 6.267 0.1897
H -30.792 -6.230 8.656 0.1121
H -29.093 -6.748 8.779 0.1048
H -31.693 -5.769 6.679 0.1159
H -30.954 -6.527 5.271 0.0807
C -28.103 -11.228 6.934 -0.6689
O -28.123 -10.398 6.018 -0.0926
N -28.358 -10.827 8.219 0.1723
N -27.636 -12.479 6.786 0.1825
H -28.516 -9.846 8.344 0.0969
H -28.733 -11.581 8.772 0.1130
H -27.338 -13.064 7.548 0.1169
H -27.340 -12.822 5.889 0.1195
C -30.160 -5.413 2.679 -0.6538
O -29.407 -6.188 3.269 -0.0920
N -29.759 -4.297 2.019 0.1813
N -31.489 -5.672 2.578 0.1723
H -30.455 -3.878 1.429 0.1077
H -28.817 -3.959 2.029 0.1122
H -31.888 -6.502 2.972 0.1106
H -32.132 -5.070 2.094 0.1100

=====

# 2
43
Properties=species:S:1:pos:R:3:lowdin_charge:R:1 method="wB97M-V/def2-TZVPD" spin_multiplicity=6 e_homo_ha="-0.3146 / -0.3542" max_force_ha_per_bohr=0.0263 e_lumo_ev="0.526 / 0.525" e_above_lowest_kj_mol=0.0 homo_lumo_gap_ev="9.09 / 10.16"
Mn 0.785 -0.106 0.605 0.6887
B 1.799 -1.789 1.634 -0.3746
H 0.801 -2.319 1.159 -0.0080
H 2.492 -2.599 2.190 -0.0039
H 2.447 -1.310 0.734 -0.0051
H 1.420 -0.892 2.338 -0.0172
B 1.695 1.822 1.067 -0.3969
H 0.938 1.873 0.136 -0.0156
H 1.187 1.377 2.057 -0.0030
H 2.519 0.999 0.774 -0.0086
H 2.175 2.918 1.199 0.0032
C -1.268 -0.252 3.122 -0.0600
O -1.183 0.158 1.760 -0.2852
C -2.275 0.938 1.301 -0.1806
C -1.789 2.017 0.394 -0.1964
O -1.199 1.423 -0.749 -0.2322
C -1.275 2.211 -1.910 -0.0879
H -0.663 -1.149 3.220 0.0861
H -2.300 -0.520 3.372 0.0968
H -0.937 0.541 3.793 0.1046
H -2.790 1.401 2.155 0.1358
H -3.040 0.296 0.846 0.1342
H -1.017 2.595 0.919 0.1283
H -2.596 2.707 0.128 0.1337
H -0.832 1.645 -2.732 0.0808
H -0.680 3.128 -1.820 0.1012
H -2.312 2.439 -2.177 0.0926
C -1.560 -2.342 -0.050 -0.0784
O -0.654 -1.415 -0.627 -0.2630
C 0.023 -2.041 -1.711 -0.1696
C 0.883 -1.039 -2.466 -0.1785
O 1.551 -0.164 -1.586 -0.2567
C 2.619 0.507 -2.221 -0.0617
H -2.307 -2.650 -0.786 0.1004
H -2.080 -1.845 0.764 0.0810
H -1.029 -3.201 0.366 0.0945
H -0.715 -2.458 -2.402 0.1330
H 0.652 -2.853 -1.329 0.1372
H 0.257 -0.498 -3.186 0.1263
H 1.627 -1.620 -3.024 0.1346
H 3.366 -0.211 -2.575 0.0999
H 3.002 1.264 -1.547 0.0907
H 2.262 1.015 -3.132 0.0995

=====

# 3
49
Properties=species:S:1:pos:R:3:lowdin_charge:R:1 method="wB97M-V/def2-TZVPD" spin_multiplicity=5 e_homo_ha="-0.2556 / -0.3168" max_force_ha_per_bohr=0.1027 e_lumo_ev="0.160 / 0.156" e_above_lowest_kj_mol=364.8 homo_lumo_gap_ev="7.11 / 8.78"
Cr 2.591 -20.983 -10.519 0.5050
Cl 0.772 -22.370 -9.425 -0.1907
B 4.087 -20.034 -11.844 -0.4144
H 3.557 -19.204 -11.403 -0.0389
H 4.702 -20.517 -11.101 -0.0535
H 3.401 -20.753 -12.265 -0.0591
H 4.707 -19.763 -12.685 -0.0195
O 3.526 -22.861 -11.089 -0.4020
S 3.935 -24.226 -11.611 0.7825
O 4.192 -24.440 -13.036 -0.2820
O 5.374 -24.541 -10.794 -0.2810
C 6.185 -25.550 -11.393 -0.2695
C 7.577 -25.356 -10.720 -0.0566
C 2.805 -25.571 -11.039 -0.0800
H 6.349 -25.495 -12.470 0.1169
H 5.763 -26.521 -11.135 0.1156
H 7.489 -25.376 -9.634 0.0712
H 8.143 -24.550 -11.187 0.0814
H 8.079 -26.318 -10.823 0.0746
H 1.790 -25.265 -11.294 0.0728
H 2.896 -25.699 -9.960 0.0740
H 3.090 -26.478 -11.572 0.0672
O 4.482 -20.382 -6.572 -0.2756
S 4.828 -21.244 -7.700 0.7471
O 3.970 -21.245 -8.883 -0.3732
O 6.430 -21.013 -8.073 -0.2243
C 6.826 -21.593 -9.304 -0.3036
C 8.220 -22.178 -9.118 -0.0718
C 4.970 -23.074 -7.109 -0.0462
H 6.892 -20.881 -10.126 0.1266
H 6.306 -22.443 -9.744 0.0971
H 8.877 -21.460 -8.628 0.0788
H 8.644 -22.134 -10.121 0.0817
H 8.244 -23.131 -8.590 0.0733
H 5.448 -23.696 -7.867 0.0439
H 3.964 -23.443 -6.913 0.0694
H 5.641 -23.130 -6.252 0.0645
C 2.851 -18.257 -8.896 -0.0821
O 1.966 -19.290 -9.302 -0.2285
H 2.939 -18.523 -7.843 0.0871
H 3.802 -18.239 -9.430 0.0930
H 2.360 -17.301 -9.079 0.0959
H 1.090 -19.097 -8.959 0.0957
C 0.010 -19.314 -11.429 -0.1185
O 1.052 -20.142 -11.987 -0.1797
H 0.267 -18.256 -11.368 0.0889
H -0.955 -19.460 -11.915 0.0907
H -0.160 -19.588 -10.388 0.0477
H 1.119 -19.976 -12.930 0.1080

=====

# 4
45
Properties=species:S:1:pos:R:3:lowdin_charge:R:1 method="wB97M-V/def2-TZVPD" spin_multiplicity=6 total_charge=+2 e_homo_ha="-0.6045 / -0.6288" max_force_ha_per_bohr=0.2727 e_lumo_ev="-6.963 / -6.973" e_above_lowest_kj_mol=19.3 homo_lumo_gap_ev="9.48 / 10.14"
Mn -8.042 1.402 -16.369 0.9192
C -9.121 -0.720 -19.602 -0.0786
C -9.993 -0.313 -18.476 -0.2761
O -9.154 -0.381 -17.303 -0.1361
H -9.576 -0.348 -20.528 0.1070
H -8.978 -1.813 -19.612 0.1066
H -8.170 -0.242 -19.491 0.0589
H -10.842 -0.991 -18.506 0.1336
H -10.390 0.715 -18.657 0.1143
H -8.918 -1.315 -17.366 0.1107
C -6.919 5.730 -15.661 -0.0251
C -6.312 4.342 -15.754 -0.2587
O -7.300 3.374 -15.375 -0.1470
H -7.699 5.789 -16.402 0.0717
H -6.128 6.409 -15.747 0.0819
H -7.362 5.833 -14.692 0.0881
H -5.437 4.259 -15.130 0.1230
H -5.967 4.076 -16.763 0.1147
H -7.622 3.692 -14.520 0.1052
C -5.772 0.091 -15.432 -0.5107
O -4.899 0.072 -14.355 0.0620
N -7.053 -0.146 -15.283 0.0384
N -5.892 1.011 -16.326 0.0743
H -7.220 -0.039 -14.260 0.1595
H -7.230 -1.222 -15.482 0.2103
H -5.164 1.722 -16.153 0.1616
H -5.726 0.561 -17.220 0.1586
C -8.033 2.656 -19.524 -0.0775
O -7.415 2.131 -18.326 -0.1976
H -8.256 3.780 -19.378 0.1208
H -9.009 2.232 -19.832 0.0951
H -7.437 2.582 -20.405 0.0902
H -6.443 2.341 -18.409 0.1273
C -10.043 3.834 -17.129 -0.0772
O -9.998 2.408 -16.973 -0.1655
H -10.710 4.246 -16.431 0.0837
H -10.478 4.047 -18.139 0.1202
H -9.097 4.358 -16.999 0.0641
H -10.932 2.212 -16.959 0.1114
C -10.020 0.699 -14.132 -0.0829
O -9.019 1.690 -14.399 -0.1926
H -9.763 0.058 -13.261 0.1140
H -10.146 -0.024 -14.914 0.0706
H -10.969 1.158 -13.952 0.0960
H -9.111 2.409 -13.744 0.1326

=====

# 5
52
Properties=species:S:1:pos:R:3:lowdin_charge:R:1 method="wB97M-V/def2-TZVPD" smiles="NC(N)=O.NC(N)=O.NC(N)=O.NC(N)=O.OCCO.OCCO" e_homo_ha=-0.3187 max_force_ha_per_bohr=0.1247 e_lumo_ev=-0.065 e_above_lowest_kj_mol=347.3 homo_lumo_gap_ev=8.61
C 1.447 2.732 1.128 -0.2648
C 2.724 1.879 0.893 -0.1948
O 3.675 2.065 1.990 -0.0806
O 1.866 4.048 1.225 -0.0573
H 1.000 2.550 2.105 0.1118
H 0.611 2.472 0.478 0.1117
H 3.174 2.177 -0.054 0.1074
H 2.493 0.814 0.936 0.0932
H 3.673 3.018 2.109 0.0635
H 1.122 4.651 1.162 0.0987
C 3.851 0.122 -2.811 -0.1995
C 3.018 0.417 -4.065 -0.2131
O 2.035 1.372 -3.740 -0.0847
O 3.174 -0.874 -2.047 -0.0946
H 4.123 0.877 -2.073 0.1125
H 4.876 -0.206 -2.983 0.1175
H 2.595 -0.468 -4.540 0.1274
H 3.580 0.950 -4.832 0.1179
H 1.454 1.635 -4.457 0.1004
H 3.798 -1.212 -1.401 0.0973
C -3.384 -3.485 0.795 -0.7920
O -4.312 -2.744 0.511 0.0403
N -2.290 -3.414 0.179 0.1561
N -3.490 -4.555 1.611 0.1467
H -1.674 -4.205 0.294 0.1210
H -2.200 -2.552 -0.340 0.0732
H -2.841 -5.315 1.754 0.0935
H -4.268 -4.476 2.251 0.1048
C -0.591 -1.379 3.207 -0.7826
O -1.762 -1.513 3.541 0.0490
N 0.327 -0.722 3.862 0.1608
N -0.104 -1.916 2.146 0.1529
H 0.026 -0.166 4.650 0.1185
H 1.304 -0.977 3.849 0.1096
H 0.897 -2.048 2.156 0.1174
H -0.765 -2.480 1.630 0.0948
C -0.451 -0.568 -1.184 -0.7436
O -1.515 -1.044 -0.870 0.0222
N 0.654 -0.667 -0.536 0.1896
N -0.231 0.043 -2.333 0.1954
H 0.514 -0.914 0.433 0.0760
H 1.547 -0.636 -1.007 0.0744
H -0.973 0.370 -2.935 0.1287
H 0.740 0.158 -2.585 0.0669
C -3.815 1.940 -0.492 -0.7897
O -4.167 1.749 -1.670 -0.0111
N -4.425 2.769 0.286 0.1601
N -2.883 1.261 0.067 0.1927
H -3.929 2.973 1.142 0.1013
H -5.310 3.220 0.103 0.1237
H -2.578 1.667 0.940 0.1092
H -2.339 0.607 -0.477 0.0700

=====

Repeat the second record exactly.
43
Properties=species:S:1:pos:R:3:lowdin_charge:R:1 method="wB97M-V/def2-TZVPD" spin_multiplicity=6 e_homo_ha="-0.3146 / -0.3542" max_force_ha_per_bohr=0.0263 e_lumo_ev="0.526 / 0.525" e_above_lowest_kj_mol=0.0 homo_lumo_gap_ev="9.09 / 10.16"
Mn 0.785 -0.106 0.605 0.6887
B 1.799 -1.789 1.634 -0.3746
H 0.801 -2.319 1.159 -0.0080
H 2.492 -2.599 2.190 -0.0039
H 2.447 -1.310 0.734 -0.0051
H 1.420 -0.892 2.338 -0.0172
B 1.695 1.822 1.067 -0.3969
H 0.938 1.873 0.136 -0.0156
H 1.187 1.377 2.057 -0.0030
H 2.519 0.999 0.774 -0.0086
H 2.175 2.918 1.199 0.0032
C -1.268 -0.252 3.122 -0.0600
O -1.183 0.158 1.760 -0.2852
C -2.275 0.938 1.301 -0.1806
C -1.789 2.017 0.394 -0.1964
O -1.199 1.423 -0.749 -0.2322
C -1.275 2.211 -1.910 -0.0879
H -0.663 -1.149 3.220 0.0861
H -2.300 -0.520 3.372 0.0968
H -0.937 0.541 3.793 0.1046
H -2.790 1.401 2.155 0.1358
H -3.040 0.296 0.846 0.1342
H -1.017 2.595 0.919 0.1283
H -2.596 2.707 0.128 0.1337
H -0.832 1.645 -2.732 0.0808
H -0.680 3.128 -1.820 0.1012
H -2.312 2.439 -2.177 0.0926
C -1.560 -2.342 -0.050 -0.0784
O -0.654 -1.415 -0.627 -0.2630
C 0.023 -2.041 -1.711 -0.1696
C 0.883 -1.039 -2.466 -0.1785
O 1.551 -0.164 -1.586 -0.2567
C 2.619 0.507 -2.221 -0.0617
H -2.307 -2.650 -0.786 0.1004
H -2.080 -1.845 0.764 0.0810
H -1.029 -3.201 0.366 0.0945
H -0.715 -2.458 -2.402 0.1330
H 0.652 -2.853 -1.329 0.1372
H 0.257 -0.498 -3.186 0.1263
H 1.627 -1.620 -3.024 0.1346
H 3.366 -0.211 -2.575 0.0999
H 3.002 1.264 -1.547 0.0907
H 2.262 1.015 -3.132 0.0995